C9H20N6S2Zr as an isolated structure in a non-equilibrium geometry, computed with ωB97M-V with the def2-TZVPD basis set.

Element x y z (Å)
Zr  -0.144  0.601  -0.706
C  1.316  0.086  1.760
C  2.474  0.600  0.908
N  2.077  0.722  -0.556
C  2.490  2.045  -1.211
C  1.782  3.271  -0.648
S  -0.067  3.170  -0.780
C  -0.694  3.215  0.971
C  0.025  2.282  1.936
N  0.030  0.834  1.463
H  1.129  -0.975  1.578
H  1.582  0.176  2.815
H  2.834  1.565  1.256
H  3.312  -0.088  1.015
H  2.615  0.015  -1.066
H  3.568  2.179  -1.104
H  2.298  1.958  -2.283
H  2.026  3.493  0.389
H  2.074  4.145  -1.233
H  -0.610  4.247  1.320
H  -1.762  3.005  0.885
H  1.053  2.589  2.096
H  -0.468  2.347  2.906
H  -0.720  0.363  1.972
C  -1.584  -4.885  -1.094
C  -2.342  -3.624  -0.935
N  -3.630  -3.494  -0.808
N  -3.872  -2.166  -0.701
C  -2.782  -1.440  -0.750
S  -2.610  0.286  -0.661
N  -1.787  -2.333  -0.892
N  -0.447  -1.934  -1.118
H  -2.300  -5.706  -1.133
H  -0.921  -5.063  -0.241
H  -1.001  -4.902  -2.018
H  -4.839  -1.850  -0.620
H  0.145  -2.597  -0.608
H  -0.254  -2.135  -2.107

Cartesian forces, eV/Å:
Zr -1.6 -0.2 0.0
C 0.2 0.2 0.0
C 0.0 0.0 0.1
N 0.6 0.0 0.1
C -0.1 0.1 0.0
C 0.1 -0.1 0.0
S 0.1 -0.2 0.1
C 0.1 0.0 0.1
C -0.1 0.1 -0.1
N 0.4 0.2 0.1
H -0.1 -0.1 0.0
H -0.1 0.0 0.1
H 0.0 0.1 0.0
H 0.1 0.0 -0.1
H 0.1 0.0 0.0
H 0.1 0.0 0.0
H 0.0 -0.1 -0.1
H 0.0 0.0 0.0
H 0.0 0.0 -0.1
H 0.0 0.1 -0.1
H -0.1 0.0 0.0
H 0.1 0.0 0.0
H 0.0 -0.1 0.1
H -0.1 -0.1 0.0
C 0.0 0.0 0.0
C 0.0 0.0 -0.1
N 0.1 0.2 0.0
N -0.3 -0.1 0.0
C -0.1 0.1 0.0
S 0.5 0.0 -0.2
N 0.3 -0.2 -0.1
N -0.1 0.1 -0.2
H 0.0 0.0 0.0
H 0.0 0.0 0.0
H 0.0 0.0 0.0
H 0.0 0.0 0.0
H 0.1 0.1 0.1
H 0.1 -0.1 -0.1

Summary:
Calculated total energy   -41504.5016 eV
Charge   +4
HOMO   -23.0704 eV

Here are the Mulliken charges for atoms 1 to 2, given in e:
1 Zr 1.118
2 C -0.611